# 1
DFT (wB97M-V/def2-TZVPD) results for a 2-piece molecular cluster, CH3ClN2O2 overall.

Kohn-Sham gap (spin up / spin down), eV: 8.49 / 8.03
Total charge: 0

Positions of all 9 atoms, in Å:
1 C -0.50 0.73 0.70
2 N 0.06 0.16 -0.52
3 N 0.00 -1.16 -0.90
4 O -1.15 -1.58 -0.61
5 O 0.94 -1.61 -1.41
6 Cl 2.35 0.88 -0.10
7 H 0.04 1.65 0.77
8 H -1.54 0.90 0.63
9 H -0.21 0.03 1.43

Atomic partial charges in e from the Löwdin method, atoms 1 to 2: C -0.115; N -0.027

***

# 2
DFT (wB97M-V/def2-TZVPD) results for an isolated ion of composition C6H15N2 and charge +1.

Kohn-Sham gap, eV: 7.69
Total charge: +1

Positions of all 23 atoms, in Å:
1 C 1.32 -1.17 0.08
2 C -0.23 -1.27 0.18
3 C -0.90 0.03 -0.09
4 C -1.71 0.24 -1.14
5 N -2.43 1.46 -1.38
6 C -0.78 1.14 0.94
7 C 0.41 2.11 0.78
8 N 2.09 -2.43 0.07
9 H 1.66 -0.48 -0.69
10 H 1.73 -0.47 0.83
11 H -0.58 -2.25 -0.19
12 H -0.46 -1.49 1.25
13 H -1.98 -0.46 -1.91
14 H -1.91 2.30 -1.19
15 H -2.69 1.38 -2.35
16 H -0.82 0.73 1.98
17 H -1.73 1.67 0.90
18 H 0.30 2.66 -0.18
19 H 0.45 3.03 1.37
20 H 1.31 1.61 0.51
21 H 2.28 -2.83 0.99
22 H 1.62 -3.16 -0.47
23 H 3.05 -2.34 -0.28

Atomic partial charges in e from the Löwdin method, atoms 1 to 2: C -0.162; C -0.146

***

Electronic energy values, unit Ha, following the record order: -759.835446; -346.819264.
Max |F| values, unit eV/Å, following the record order: 4.9; 2.9.
ΔE to the lowest compared entry with this formula, charge and spin values, unit kcal per mole, following the record order: 110.4; 58.5.